No. 1
112
Properties=species:S:1:pos:R:3 method="wB97M-V/def2-TZVPD" de_lowest_ev=1.410 orbital_gap_ev=4.75 fmax_ev_per_a=2.8 charge=-1
Cs -0.961 0.300 0.756
C 4.048 -0.101 -0.055
N 3.630 1.237 0.390
C 4.243 1.617 1.653
C 3.486 1.264 2.926
C 4.199 1.219 4.122
C 3.516 1.007 5.307
C 2.145 0.814 5.257
C 1.521 0.852 4.019
N 2.171 1.098 2.882
C 3.881 2.235 -0.628
C 3.155 2.083 -1.953
C 3.240 3.147 -2.852
C 2.564 3.072 -4.056
C 1.841 1.924 -4.343
C 1.860 0.897 -3.416
N 2.495 0.972 -2.249
C 3.992 -1.156 1.017
C 5.145 -1.655 1.615
C 5.027 -2.630 2.595
C 3.760 -3.064 2.952
C 2.670 -2.529 2.280
N 2.779 -1.607 1.334
H 5.069 -0.056 -0.477
H 3.357 -0.389 -0.843
H 4.368 2.703 1.682
H 5.257 1.191 1.727
H 5.276 1.341 4.119
H 4.046 0.984 6.252
H 1.570 0.641 6.156
H 0.446 0.696 3.937
H 4.964 2.309 -0.865
H 3.574 3.200 -0.220
H 3.826 4.022 -2.596
H 2.604 3.891 -4.763
H 1.264 1.829 -5.253
H 1.343 -0.033 -3.620
H 6.122 -1.302 1.309
H 5.905 -3.040 3.077
H 3.621 -3.820 3.714
H 1.657 -2.858 2.496
C -2.145 0.705 4.425
C -3.064 0.722 3.353
C -3.321 -0.613 2.968
C -2.562 -1.455 3.797
C -1.828 -0.640 4.695
C -0.881 -1.188 5.726
C -2.557 -2.959 3.834
C -4.266 -1.013 1.870
C -3.675 1.938 2.716
C -1.708 1.922 5.196
H -0.110 -1.818 5.263
H -1.396 -1.810 6.470
H -0.371 -0.390 6.270
H -1.623 -3.391 3.448
H -3.382 -3.370 3.246
H -2.677 -3.322 4.860
H -3.855 -0.813 0.873
H -5.210 -0.462 1.945
H -4.501 -2.080 1.922
H -3.241 2.147 1.730
H -3.528 2.824 3.338
H -4.753 1.805 2.568
H -2.551 2.366 5.740
H -1.298 2.700 4.543
H -0.944 1.672 5.936
C -4.626 3.196 -4.268
C -3.148 3.575 -4.372
N -2.493 3.787 -3.091
C -2.505 5.129 -2.534
C -3.707 5.408 -1.630
C -2.018 2.708 -2.376
S -1.224 2.968 -0.903
N -2.176 1.547 -3.018
C -2.133 0.307 -2.517
O -2.180 -0.075 -1.339
C -2.073 -0.736 -3.613
C -1.447 -1.951 -3.354
C -1.348 -2.917 -4.345
C -1.894 -2.687 -5.600
C -2.526 -1.478 -5.863
C -2.612 -0.508 -4.876
H -5.028 2.954 -5.255
H -5.219 4.008 -3.849
H -4.724 2.320 -3.627
H -3.032 4.491 -4.958
H -2.620 2.765 -4.872
H -2.486 5.838 -3.366
H -1.596 5.245 -1.947
H -4.638 5.419 -2.198
H -3.592 6.370 -1.128
H -3.767 4.632 -0.867
H -1.024 -2.125 -2.372
H -0.838 -3.850 -4.133
H -1.835 -3.450 -6.367
H -2.951 -1.291 -6.842
H -3.099 0.437 -5.071
N -0.716 -5.070 -0.611
C -0.897 -3.872 0.030
N 0.068 -3.032 -0.183
C 0.956 -3.686 -1.014
C 2.155 -3.249 -1.569
C 2.844 -4.127 -2.384
C 2.361 -5.414 -2.652
C 1.168 -5.865 -2.115
C 0.476 -4.981 -1.297
H -1.338 -5.856 -0.591
H -1.764 -3.667 0.641
H 2.519 -2.251 -1.363
H 3.779 -3.816 -2.833
H 2.931 -6.071 -3.298
H 0.795 -6.860 -2.326

---

No. 2
11
Properties=species:S:1:pos:R:3 method="wB97M-V/def2-TZVPD" de_lowest_ev=2.632 orbital_gap_ev=10.28 smiles="CS(=O)(=O)NS" fmax_ev_per_a=3.5 charge=0
C 0.656 0.209 -0.694
N -1.458 0.519 0.840
O 0.147 2.229 0.933
O -1.069 2.161 -1.202
S -2.288 -0.784 0.061
S -0.491 1.489 -0.087
H 1.139 0.615 -1.569
H 1.624 0.085 0.026
H 0.056 -0.689 -0.660
H -2.268 1.028 1.240
H -2.331 -1.515 1.238

---

No. 3
67
Properties=species:S:1:pos:R:3 method="wB97M-V/def2-TZVPD" orbital_gap_ev=8.60 fmax_ev_per_a=1.4 charge=+2
Pb -0.856 -0.770 -1.553
F -4.534 -2.625 0.968
C -3.611 -3.494 1.363
F -3.572 -4.503 0.514
F -3.901 -3.925 2.568
S -1.980 -2.564 1.277
O -1.952 -2.207 -0.161
O -0.904 -3.390 1.682
N -2.214 -1.295 2.177
S -2.223 0.153 1.610
O -2.193 1.155 2.607
O -1.247 0.348 0.522
C -3.844 0.506 0.716
F -3.785 1.788 0.354
F -3.983 -0.216 -0.398
F -4.888 0.324 1.494
O 2.830 1.276 0.514
S 1.911 1.201 -0.792
O 0.667 2.177 -0.275
O 1.329 -0.133 -0.799
C 3.323 2.540 0.835
C 4.686 2.731 0.959
C 5.162 3.981 1.326
C 4.283 5.027 1.567
C 2.914 4.831 1.461
C 2.424 3.587 1.078
P 0.681 3.104 1.048
C -0.542 4.332 0.588
C -0.220 5.277 -0.385
C -1.213 6.101 -0.882
C -2.513 5.970 -0.417
C -2.831 5.022 0.544
C -1.846 4.197 1.060
C 0.399 2.217 2.582
C -0.027 3.027 3.636
C -0.266 2.469 4.877
C -0.091 1.107 5.065
C 0.359 0.309 4.023
C 0.632 0.861 2.782
H 5.347 1.892 0.812
H 6.222 4.130 1.440
H 4.669 5.990 1.861
H 2.223 5.630 1.692
H 0.790 5.344 -0.762
H -0.977 6.842 -1.628
H -3.293 6.592 -0.823
H -3.847 4.920 0.888
H -2.083 3.434 1.788
H -0.181 4.086 3.473
H -0.604 3.101 5.685
H -0.301 0.665 6.026
H 0.487 -0.752 4.161
H 0.991 0.228 1.985
N 0.480 -2.797 -1.939
C 1.805 -2.483 -2.437
C 1.955 -1.551 -3.455
C 3.223 -1.195 -3.881
C 4.341 -1.781 -3.306
C 4.183 -2.734 -2.314
C 2.917 -3.074 -1.863
H 0.559 -3.359 -1.091
H -0.030 -3.362 -2.618
H 1.077 -1.118 -3.917
H 3.340 -0.466 -4.666
H 5.329 -1.515 -3.651
H 5.044 -3.217 -1.882
H 2.794 -3.800 -1.073

---

No. 4
37
Properties=species:S:1:pos:R:3 method="wB97M-V/def2-TZVPD" de_lowest_ev=0.259 orbital_gap_ev="5.76 / 4.58" fmax_ev_per_a=3.9 charge=+2
C 2.818 -1.064 0.699
N 1.514 -0.840 0.439
N 1.439 0.101 -0.574
C 2.698 0.500 -0.899
C 3.588 -0.242 -0.134
B 0.165 0.333 -1.445
N -0.750 -0.971 -1.258
N -0.728 -1.751 -0.098
C -1.331 -2.932 -0.361
C -1.746 -2.935 -1.685
C -1.348 -1.709 -2.221
Be -0.076 -1.092 1.325
N -0.488 1.817 -1.406
N -1.806 2.166 -1.018
C -1.965 3.477 -1.251
C -0.802 3.998 -1.887
C 0.096 2.924 -1.954
H -2.857 4.053 -1.017
H 1.083 2.890 -2.420
H -0.663 5.007 -2.223
H 0.609 0.321 -2.584
H -1.445 -1.306 -3.211
H 2.864 1.271 -1.650
H -2.273 -3.718 -2.194
H 4.656 -0.190 -0.156
H -1.442 -3.709 0.393
H 3.138 -1.739 1.466
H -2.251 -0.889 1.677
C -1.722 -1.466 2.451
H -2.310 -2.377 2.617
H -0.626 -1.820 2.282
H -1.742 -0.869 3.365
O 1.204 -0.827 3.193
Cl 0.775 0.588 3.039
O 0.005 1.027 4.163
O 1.896 1.437 2.745
O -0.175 0.537 1.792

---

No. 5
101
Properties=species:S:1:pos:R:3 method="wB97M-V/def2-TZVPD" de_lowest_ev=0.000 orbital_gap_ev=6.41 fmax_ev_per_a=1.3 charge=+1
Ir 0.229 -0.843 -0.771
C -6.879 2.208 3.449
C -5.769 1.563 2.668
C -4.793 2.338 2.041
C -3.775 1.750 1.312
C -3.731 0.367 1.209
C -4.698 -0.427 1.807
C -5.708 0.178 2.539
S -2.448 -0.420 0.268
O -2.158 0.510 -0.866
C -1.062 -0.395 1.383
C -1.094 -1.573 2.188
C -0.227 -1.726 3.214
C 0.792 -0.757 3.440
C 1.755 -0.947 4.455
C 2.754 -0.035 4.643
C 2.835 1.106 3.820
C 1.906 1.324 2.843
C 0.854 0.398 2.631
C -0.154 0.622 1.631
C -0.215 2.024 1.093
C -0.685 3.038 1.986
C -1.303 2.719 3.222
C -1.762 3.706 4.044
C -1.617 5.064 3.683
C -1.025 5.401 2.502
C -0.549 4.398 1.622
C 0.072 4.739 0.390
C 0.493 3.772 -0.467
C 0.322 2.413 -0.110
S 0.903 1.222 -1.288
O 2.334 1.384 -1.526
C 0.045 1.760 -2.758
C 0.715 1.492 -3.941
C 0.159 1.893 -5.142
C -1.060 2.564 -5.176
C -1.655 3.014 -6.478
C -1.707 2.827 -3.970
C -1.171 2.429 -2.758
H -6.735 3.283 3.532
H -6.943 1.794 4.456
H -7.841 2.036 2.965
H -4.836 3.417 2.120
H -3.038 2.355 0.800
H -4.670 -1.504 1.694
H -6.469 -0.436 3.004
H -1.823 -2.339 1.958
H -0.262 -2.609 3.841
H 1.690 -1.836 5.070
H 3.489 -0.188 5.422
H 3.643 1.812 3.960
H 1.983 2.202 2.216
H -1.432 1.682 3.506
H -2.244 3.448 4.978
H -1.977 5.836 4.350
H -0.910 6.439 2.215
H 0.201 5.785 0.141
H 0.958 4.025 -1.411
H 1.668 0.985 -3.922
H 0.682 1.678 -6.066
H -1.217 2.478 -7.319
H -1.481 4.080 -6.637
H -2.733 2.855 -6.496
H -2.658 3.346 -3.976
H -1.700 2.624 -1.839
C 2.486 -1.518 -5.397
Si 2.741 -2.160 -3.667
C 4.120 -1.297 -2.803
C 2.987 -4.004 -3.698
Se 0.537 -1.942 -2.778
H 3.363 -1.765 -6.002
H 2.381 -0.434 -5.408
H 1.613 -1.965 -5.873
H 5.044 -1.452 -3.367
H 4.259 -1.708 -1.808
H 3.930 -0.227 -2.729
H 3.809 -4.251 -4.376
H 2.099 -4.531 -4.047
H 3.242 -4.372 -2.704
C 0.452 -5.009 -1.651
N 0.535 -5.112 -0.214
C 1.527 -6.054 0.246
C 0.439 -3.881 0.533
C 1.657 -2.969 0.704
C 2.687 -3.412 1.540
C 3.822 -2.665 1.794
C 3.944 -1.404 1.227
C 2.924 -0.919 0.426
C 1.785 -1.681 0.165
H 0.413 -6.017 -2.065
H 1.302 -4.493 -2.118
H -0.462 -4.490 -1.939
H 1.382 -7.003 -0.270
H 1.403 -6.242 1.316
H 2.569 -5.739 0.081
H 0.124 -4.159 1.546
H -0.393 -3.305 0.107
H 2.578 -4.383 2.009
H 4.598 -3.057 2.438
H 4.820 -0.794 1.410
H 3.013 0.063 -0.018

---

No. 6
72
Properties=species:S:1:pos:R:3 method="wB97M-V/def2-TZVPD" de_lowest_ev=1.596 s_squared=2.002 orbital_gap_ev="7.34 / 7.34" fmax_ev_per_a=3.3 charge=0 multiplicity=3
Tm -0.115 1.057 -0.255
O 0.654 1.034 -2.318
C 0.873 1.948 -3.179
C 2.002 1.780 -4.072
C 1.980 2.481 -5.240
C 1.018 3.459 -5.500
C 0.108 3.803 -4.565
C -0.048 3.074 -3.350
C -0.855 3.578 -2.285
N -0.937 3.126 -1.041
C -1.512 4.075 -0.079
C -1.033 3.871 1.287
N -0.847 2.435 1.629
C -0.543 2.288 2.929
C -0.333 1.089 3.672
C -0.124 1.088 5.006
C -0.123 -0.108 5.723
C -0.278 -1.272 5.038
C -0.436 -1.367 3.671
C -0.401 -0.145 2.937
O -0.442 -0.110 1.662
H 2.789 1.097 -3.881
H 2.783 2.349 -5.986
H 1.165 4.105 -6.376
H -0.550 4.671 -4.757
H -1.474 4.430 -2.669
H -2.673 4.090 -0.046
H -1.270 5.072 -0.432
H -1.788 4.337 1.980
H -0.123 4.430 1.428
H -0.344 3.161 3.487
H -0.186 2.053 5.519
H -0.225 -0.079 6.806
H -0.175 -2.225 5.546
H -0.484 -2.358 3.094
C -0.571 -1.953 -2.931
N -1.640 -2.309 -1.983
C -2.309 -3.554 -2.234
C -3.023 -4.030 -0.975
C -3.954 -2.963 -0.395
N -3.250 -1.680 -0.344
C -3.791 -0.722 0.627
C -2.175 -1.360 -1.151
O -1.578 -0.248 -0.985
H -0.473 -2.876 -3.472
H 0.326 -1.698 -2.360
H -0.973 -1.153 -3.604
H -1.504 -4.308 -2.426
H -2.986 -3.366 -3.099
H -2.348 -4.292 -0.156
H -3.552 -5.006 -1.151
H -4.206 -3.267 0.671
H -4.936 -2.870 -0.899
H -4.661 -1.251 0.992
H -4.099 0.218 0.095
H -3.041 -0.516 1.420
O 2.113 1.348 0.500
C 2.341 0.057 0.494
N 1.471 -0.751 -0.058
S 1.789 -2.362 0.262
O 2.143 -2.918 -1.036
O 0.840 -3.031 1.123
C 3.220 -2.005 1.151
C 4.156 -2.838 1.677
C 5.376 -2.343 2.025
C 5.624 -0.964 1.961
C 4.682 -0.086 1.591
C 3.509 -0.621 1.009
H 3.918 -3.885 1.869
H 6.150 -3.075 2.366
H 6.581 -0.621 2.294
H 4.783 0.985 1.749

---

No. 7
30
Properties=species:S:1:pos:R:3 method="wB97M-V/def2-TZVPD" de_lowest_ev=1.268 orbital_gap_ev=9.69 smiles=Cc1ccccc1.Cc1ccccc1 fmax_ev_per_a=2.9 charge=0
C -1.171 -0.087 2.134
C -3.247 0.492 -0.977
C -2.734 0.021 0.226
C -2.734 1.686 -1.406
C -1.630 0.573 0.836
C -1.557 2.234 -0.893
C -0.955 1.650 0.207
H -4.115 0.090 -1.446
H -3.084 -0.870 0.743
H -3.353 2.048 -2.243
H -1.054 3.063 -1.386
H -0.639 0.648 2.756
H -0.456 -0.912 2.027
H -0.067 2.055 0.654
H -2.025 -0.459 2.678
C 1.897 -2.258 1.380
C 2.035 0.426 -1.884
C 0.768 -0.001 -1.497
C 3.161 0.306 -1.011
C 0.726 -1.031 -0.541
C 3.056 -0.647 -0.028
C 1.826 -1.274 0.248
H 2.164 1.098 -2.725
H -0.069 0.393 -2.067
H 4.011 0.821 -1.393
H -0.171 -1.607 -0.347
H 3.799 -0.918 0.735
H 1.595 -1.743 2.307
H 2.841 -2.722 1.690
H 1.182 -3.072 1.225

---

No. 8
24
Properties=species:S:1:pos:R:3 method="wB97M-V/def2-TZVPD" orbital_gap_ev=2.90 fmax_ev_per_a=10.2 charge=+2
C -0.926 -3.671 -0.993
C -1.264 -2.829 0.109
C -1.916 -1.835 1.286
C -0.788 -0.777 1.845
C -0.621 0.444 0.759
C 0.950 0.996 0.625
C 1.565 0.586 -0.851
C 1.767 2.008 -1.673
C 0.918 3.028 -0.669
O 0.327 4.215 -0.977
O 0.912 2.488 0.727
H -1.027 -4.272 -2.020
H -2.762 -1.172 0.770
H -2.388 -2.527 2.118
H 0.223 -1.275 2.182
H -1.246 -0.288 2.831
H -1.296 1.328 1.136
H -0.945 0.142 -0.331
H 1.568 0.706 1.592
H 0.930 -0.084 -1.575
H 2.646 0.080 -0.808
H 1.080 1.984 -2.643
H 2.887 2.375 -1.864
Pt -0.594 -1.650 -1.575

---

No. 9
17
Properties=species:S:1:pos:R:3 method="wB97M-V/def2-TZVPD" de_lowest_ev=4.173 orbital_gap_ev=9.36 fmax_ev_per_a=0.5 charge=0
C 2.366 0.896 -0.059
O 1.127 0.743 0.637
C 0.946 -0.428 1.209
C -0.534 -0.536 1.486
C -0.998 -0.963 0.070
C -1.544 0.209 -0.745
O -1.568 -0.062 -2.133
H 2.195 0.626 -1.104
H 3.113 0.233 0.375
H 2.657 1.944 0.004
H -0.109 -1.364 -0.449
H -0.738 -1.312 2.228
H -1.010 0.404 1.798
H -1.710 -1.791 0.097
H -2.582 0.413 -0.461
H -0.962 1.116 -0.528
H -0.650 -0.126 -2.424